# 1
C14H32NO2P2PbSi | the ωB97M-V functional and the def2-TZVPD basis

net charge: +1
relative energy (zero: lowest compared OMol25 entry of this formula, charge and spin): 26.2 kJ/mol
2S+1: 1
Kohn-Sham gap (spin up / spin down): 5.5 / 5.5 eV

Each line ends with the Löwdin charge.
Positions of all 53 atoms, in Å:
Pb (0.4220, 0.2431, -1.1013)  0.9313
P (1.1649, -2.1332, 0.2723)  0.7381
C (-0.3330, -3.2674, 0.2800)  -0.2714
C (-1.7312, -2.6632, 0.4119)  -0.3239
N (-1.8367, -1.3345, 0.3133)  0.0652
C (-3.0414, -0.7686, 0.4839)  -0.3124
C (-4.1898, -1.5383, 0.6634)  -0.0256
C (-4.1147, -2.9225, 0.6673)  -0.0279
C (-2.8467, -3.5018, 0.5319)  -0.0123
C (-3.1348, 0.7730, 0.5649)  -0.2700
P (-1.9516, 1.7021, -0.5398)  0.7825
H (-2.7020, -4.5767, 0.4650)  0.1201
H (-5.1316, -1.0152, 0.8761)  0.1242
H (-4.9888, -3.5373, 0.7256)  0.1113
H (-4.1675, 1.1047, 0.3110)  0.0971
H (-2.8887, 1.0976, 1.6018)  0.0983
H (-0.3132, -3.7850, -0.6691)  0.0790
H (-0.1874, -4.0388, 1.0916)  0.1161
H (-0.4665, -3.0129, -5.1680)  0.0136
O (-0.8936, -3.6725, -5.7052)  -0.0430
H (-1.4798, -4.1335, -5.1028)  0.0289
H (1.9093, 1.4788, -1.6615)  -0.0326
O (-0.2172, 1.0820, -2.9911)  -0.5186
H (0.5487, 1.1493, -3.5766)  -0.0380
C (-2.8509, 1.6759, -2.1262)  -0.2674
H (-3.9224, 1.8487, -1.9599)  0.0576
H (-2.4079, 2.4520, -2.7607)  0.0520
H (-2.6610, 0.7183, -2.6294)  0.0453
C (-2.0756, 3.4040, 0.0586)  -0.2560
H (-1.2399, 3.9671, -0.3690)  0.0373
H (-3.0326, 3.8202, -0.2791)  0.0600
H (-1.9980, 3.4209, 1.1518)  0.0512
C (1.9895, -2.2037, 1.9094)  -0.2634
H (2.5283, -3.1523, 2.0706)  0.0570
H (2.6925, -1.3491, 1.9591)  0.0185
H (1.2561, -2.0904, 2.7229)  0.0542
C (2.2803, -3.0986, -0.7926)  -0.2807
H (3.1547, -2.4665, -0.9811)  0.0450
H (2.5828, -4.0542, -0.3358)  0.0612
H (1.8047, -3.3010, -1.7609)  0.0483
C (3.8678, 1.1876, 0.4448)  -0.2146
Si (2.0730, 1.7129, 0.6082)  0.4106
C (1.5184, 1.4721, 2.3972)  -0.1952
C (1.8842, 3.5264, 0.1970)  -0.2215
H (4.0361, 0.1782, 0.8494)  0.0184
H (4.5401, 1.8910, 0.9664)  0.0518
H (4.1174, 1.1799, -0.6272)  0.0281
H (2.1563, 2.0098, 3.1056)  0.0527
H (0.5087, 1.8553, 2.5563)  0.0259
H (1.5208, 0.4269, 2.7115)  0.0015
H (2.7127, 4.1178, 0.6120)  0.0491
H (1.9069, 3.6392, -0.8917)  0.0244
H (0.9351, 3.9431, 0.5549)  0.0187



# 2
C14H32O11P2S2 | the ωB97M-V functional and the def2-TZVPD basis

relative energy (zero: lowest compared OMol25 entry of this formula, charge and spin): 721.2 kJ/mol
2S+1: 1
Kohn-Sham gap: 7.6 eV

Each line ends with the Löwdin charge.
Positions of all 61 atoms, in Å:
C (7.8272, -1.1726, -8.1703)  0.0961
C (7.0849, -0.0909, -8.3755)  -0.2185
O (6.1135, 0.9035, -8.8328)  -0.3026
S (4.7898, 0.7155, -7.7533)  0.9924
O (5.2219, -0.0564, -6.5028)  -0.4745
O (3.5601, -0.2284, -8.5087)  -0.7802
S (4.0138, -1.8695, -8.4618)  0.7406
H (8.2470, -2.2564, -8.1554)  0.0786
H (4.0731, -2.3283, -7.1436)  -0.0943
O (3.3590, 1.5984, -1.8523)  -0.2160
P (2.0621, 0.8162, -2.1195)  0.7582
O (2.1594, -0.1054, -0.7461)  -0.2449
C (1.7792, 0.5010, 0.4812)  -0.2956
C (0.2700, 0.5973, 0.6012)  -0.0823
O (2.7877, -0.2240, -3.1934)  -0.2649
C (3.8420, 0.2191, -4.0424)  -0.3049
C (5.1752, -0.2508, -3.4917)  -0.0732
O (0.5804, 0.0142, -2.4564)  -0.2653
C (0.4669, -1.2957, -3.0034)  -0.2880
C (1.0007, -2.4028, -2.1142)  -0.0775
H (2.2408, 1.4883, 0.5739)  0.1067
H (2.1698, -0.1261, 1.2872)  0.1198
H (-0.1373, 1.2881, -0.1439)  0.0711
H (-0.0169, 0.9582, 1.5914)  0.0655
H (-0.1984, -0.3749, 0.4282)  0.0760
H (3.8165, 1.3044, -4.1760)  0.1094
H (3.6802, -0.2249, -5.0265)  0.0819
H (5.3161, 0.0623, -2.4530)  0.0758
H (6.0030, 0.1380, -4.0882)  0.0680
H (5.2233, -1.3435, -3.4937)  0.0804
H (0.9066, -1.3336, -4.0034)  0.1104
H (-0.6056, -1.4664, -3.1443)  0.1184
H (2.0866, -2.3597, -2.0199)  0.0689
H (0.7441, -3.3806, -2.5314)  0.0803
H (0.5814, -2.3323, -1.1076)  0.0727
O (-2.3003, 0.6828, 3.2858)  -0.2203
P (-3.5169, -0.0345, 3.8942)  0.7619
O (-4.5122, 1.2887, 3.8372)  -0.2428
C (-5.0854, 1.6269, 2.5823)  -0.2966
C (-6.2317, 0.6959, 2.2343)  -0.0836
O (-2.9599, 0.1212, 5.4525)  -0.2680
C (-1.5668, 0.0728, 5.7386)  -0.2935
C (-1.0400, 1.4771, 5.9656)  -0.0745
O (-4.8491, -0.9092, 4.5348)  -0.2640
C (-5.2935, -0.8467, 5.8869)  -0.2854
C (-5.8234, 0.5076, 6.3185)  -0.0761
H (-4.3204, 1.6114, 1.8007)  0.1064
H (-5.4590, 2.6513, 2.6622)  0.1206
H (-5.8695, -0.3231, 2.0656)  0.0698
H (-6.7392, 1.0305, 1.3267)  0.0778
H (-6.9574, 0.6482, 3.0501)  0.0755
H (-1.0159, -0.4456, 4.9487)  0.1045
H (-1.4387, -0.5146, 6.6528)  0.1165
H (-1.2696, 2.1359, 5.1232)  0.0736
H (0.0419, 1.4689, 6.1168)  0.0768
H (-1.5141, 1.9234, 6.8442)  0.0772
H (-4.5161, -1.2105, 6.5637)  0.1120
H (-6.1141, -1.5677, 5.9630)  0.1196
H (-5.0307, 1.2550, 6.3734)  0.0691
H (-6.2800, 0.4373, 7.3096)  0.0820
H (-6.5733, 0.8765, 5.6145)  0.0729



# 3
C14H33BeBrClN3O5 | the ωB97M-V functional and the def2-TZVPD basis

2S+1: 1
Kohn-Sham gap: 1.8 eV

Each line ends with the Löwdin charge.
Positions of all 58 atoms, in Å:
C (3.0770, -0.0111, 1.3771)  -0.1593
C (4.1173, 0.6645, 0.5275)  -0.1929
O (3.4483, 1.6591, -0.3801)  -0.4639
C (4.3844, 2.6309, -0.8837)  -0.1496
C (4.6214, 3.7295, 0.1652)  -0.1331
O (3.6905, 3.7738, 1.2210)  0.0356
C (2.4243, 4.1175, 0.8498)  -0.5397
O (2.1735, 4.8244, -0.1146)  0.1360
O (1.5895, 3.6700, 1.7864)  0.0595
C (0.1825, 3.6979, 1.4771)  -0.1426
C (-0.3728, 2.3589, 1.0823)  -0.2458
N (-0.3619, 2.1759, -0.3667)  0.0282
H (3.4310, -1.0160, 1.6792)  -0.1373
H (2.1716, -0.1416, 0.7930)  0.0502
H (2.8578, 0.5917, 2.2513)  0.0858
H (4.8095, 1.2385, 1.1319)  0.1344
H (4.6252, -0.0471, -0.1122)  0.1168
H (4.0335, 3.0315, -1.8251)  0.1283
H (5.3290, 2.1329, -1.0839)  0.1348
H (4.7302, 4.6837, -0.3434)  0.1396
H (5.5770, 3.5383, 0.6413)  0.1328
H (-0.0601, 4.4488, 0.7331)  0.1283
H (-0.3114, 4.0004, 2.3945)  0.1293
H (-1.3976, 2.3539, 1.4638)  0.1194
H (0.1323, 1.5461, 1.5921)  0.1098
H (-1.0428, 2.7905, -0.7910)  0.0810
H (-0.6440, 1.2333, -0.5997)  0.0292
C (0.3537, -4.8170, -1.7212)  -0.1159
C (-1.0299, -4.2521, -2.0425)  -0.2740
C (-0.9907, -2.8587, -2.6595)  -0.2372
C (-0.3828, -1.7863, -1.7640)  -0.2468
C (-1.0334, -1.5859, -0.3928)  -0.2737
C (-2.4777, -1.1073, -0.4300)  -0.1618
H (0.8804, -4.2078, -0.9822)  0.0542
H (0.2756, -5.8255, -1.3130)  0.0666
H (0.9733, -4.8693, -2.6199)  0.0706
H (-1.6462, -4.2442, -1.1415)  0.0917
H (-1.5342, -4.9198, -2.7428)  0.1062
H (-2.0046, -2.5708, -2.9403)  0.0491
H (-0.4160, -2.8956, -3.5924)  0.1095
H (-0.4108, -0.8292, -2.3026)  0.0988
H (0.6815, -2.0113, -1.6004)  0.0807
H (-0.4393, -0.8331, 0.1482)  0.0734
H (-0.9628, -2.5062, 0.1938)  0.1022
H (-2.5571, -0.1592, -0.9719)  0.0709
H (-2.8426, -0.9444, 0.5878)  0.0596
H (-3.2011, -1.8220, -0.9081)  -0.1293
Be (2.6655, -2.3957, 2.7865)  0.3463
Br (-4.7056, -2.9675, -2.0545)  -0.2379
Cl (2.6632, 0.5974, -1.7957)  0.7357
C (-5.7738, 0.0053, 2.0868)  -0.6936
O (-6.0886, 1.1339, 2.4296)  0.0045
N (-5.3505, -0.9376, 2.9935)  0.1397
N (-5.8070, -0.4200, 0.7945)  0.1623
H (-5.0895, -1.8700, 2.7360)  0.0889
H (-5.3137, -0.6638, 3.9556)  0.0926
H (-6.1082, 0.2331, 0.0975)  0.1041
H (-5.5424, -1.3455, 0.4995)  0.0474



# 4
C14H33F6O21P3S2Zn | the ωB97M-V functional and the def2-TZVPD basis

relative energy (zero: lowest compared OMol25 entry of this formula, charge and spin): 490.1 kJ/mol
2S+1: 1
Kohn-Sham gap: 8.6 eV

Each line ends with the Löwdin charge.
Positions of all 80 atoms, in Å:
Zn (-0.5851, 0.0232, -0.3170)  0.5130
C (-5.1304, 0.6916, -0.4909)  -0.6008
F (-5.4636, 0.2095, -1.7128)  0.1227
F (-4.6154, 1.8656, -0.5727)  0.1574
F (-6.3363, 0.8645, 0.1691)  0.0835
S (-3.8734, -0.3159, 0.6093)  0.5732
O (-2.4391, -0.1047, 0.1955)  -0.3484
O (-4.1427, 0.3322, 1.8792)  -0.3214
O (-4.3227, -1.6805, 0.6461)  -0.3038
C (-0.8090, -1.3565, -4.8485)  -0.5681
F (0.5198, -1.3804, -5.0597)  0.1108
F (-1.4668, -1.3411, -6.0078)  0.1393
F (-1.3772, -2.3651, -4.1569)  0.1192
S (-1.0489, 0.3054, -3.7316)  0.5743
O (-0.8273, -0.0438, -2.3123)  -0.3626
O (-0.0514, 1.2901, -4.2160)  -0.3616
O (-2.3533, 0.9128, -3.9050)  -0.3180
C (2.5237, -3.4376, 0.5036)  -0.1084
O (1.2079, -3.8247, 0.6808)  -0.2013
P (0.0178, -3.4233, -0.2781)  0.5496
O (-0.2515, -1.9794, -0.4279)  -0.1880
O (-1.3201, -4.2308, 0.3253)  -0.2009
C (-1.9316, -3.7071, 1.4360)  -0.1323
O (0.2748, -4.3456, -1.5660)  -0.1954
C (0.6793, -5.6917, -1.6007)  -0.1023
H (2.6105, -2.3712, 0.7119)  0.0752
H (3.0056, -3.5609, -0.4663)  0.0966
H (3.0008, -3.8088, 1.4107)  0.1010
H (-2.4957, -2.7744, 1.4308)  0.0690
H (-1.0819, -3.6019, 2.1106)  0.0749
H (-2.4981, -4.5696, 1.7871)  0.1039
H (1.1702, -6.0325, -0.6892)  0.0842
H (1.3305, -5.8499, -2.4604)  0.0974
H (-0.1458, -6.4007, -1.5322)  0.0944
C (-2.7080, 4.0779, -2.1601)  -0.1042
O (-2.1077, 4.2548, -0.9026)  -0.2035
P (-0.7451, 3.4477, -0.4280)  0.5053
O (-0.8286, 1.9724, -0.6422)  -0.2164
O (-0.6506, 3.6962, 1.1248)  -0.1733
C (-0.5358, 4.9448, 1.7248)  -0.1317
O (0.4404, 4.2626, -1.0927)  -0.2041
C (0.9958, 3.8031, -2.3839)  -0.0211
H (-2.3501, 3.2433, -2.7631)  0.0784
H (-2.4834, 4.9453, -2.7809)  0.0863
H (-3.7921, 4.0976, -2.0487)  0.0928
H (0.2988, 4.9781, 2.4251)  0.0849
H (-1.3628, 5.0153, 2.4313)  0.0916
H (-0.6761, 5.9269, 1.2732)  0.1018
H (1.1087, 4.6730, -3.0309)  0.0925
H (0.4116, 2.9951, -2.8245)  0.0620
H (2.0513, 3.6007, -2.2021)  0.0724
C (1.1628, 2.0100, 3.9190)  -0.0945
O (0.7514, 0.6892, 4.1508)  -0.2288
P (0.3975, -0.4312, 3.0564)  0.5596
O (0.0375, 0.0362, 1.6519)  -0.2248
O (1.6276, -1.4220, 3.0722)  -0.2199
C (2.6173, -1.6270, 4.1139)  -0.0461
O (-0.8473, -1.1969, 3.8702)  -0.2135
C (-1.7937, -0.3727, 4.6190)  -0.0843
H (1.4762, 2.2380, 2.9003)  0.0806
H (1.9799, 2.4468, 4.4932)  0.0940
H (0.2314, 2.5581, 4.0612)  0.0971
H (3.5800, -1.2800, 3.7388)  0.0972
H (2.5541, -2.6420, 4.5064)  0.0962
H (2.3371, -1.0619, 5.0028)  0.0827
H (-2.2812, 0.3591, 3.9748)  0.0773
H (-1.3996, 0.2124, 5.4499)  0.0810
H (-2.6920, -0.8893, 4.9570)  0.0954
C (3.6402, -1.4858, -3.1028)  -0.0323
O (2.5441, -1.0870, -2.2702)  -0.0404
C (2.4681, 0.0474, -1.4354)  -0.3936
O (1.4589, 0.2218, -0.7860)  0.0929
O (3.6901, 0.7434, -1.4670)  -0.0209
C (3.8844, 1.8630, -0.6026)  -0.0481
H (4.1748, -2.1336, -2.4081)  0.0899
H (4.2749, -0.6777, -3.4664)  0.0931
H (3.2696, -1.9580, -4.0126)  0.0949
H (4.7037, 1.6318, 0.0781)  0.0937
H (3.0225, 2.3115, -0.1084)  0.0921
H (4.2897, 2.6647, -1.2199)  0.0896



Number 1: E -52316.82897 eV. Number 2: E -77797.87921 eV. Number 3: E -112720.08487 eV. Number 4: E -172315.54677 eV.